Model a:
3 unconnected molecules or ions with the total composition C3H11NO4, computed with the ωB97M-V functional and the def2-TZVPD basis.

The geometry in ORCA input format:
```
! RIJCOSX wB97M-V def2-TZVPD def2/J DEFGRID3
* xyz 0 1
O 0.82198 -2.60732 1.29094
O -2.08795 -1.44427 -1.23374
O -2.67995 -0.17234 0.50401
O 2.93560 1.96233 1.09359
N -0.11029 0.75599 0.93095
C -0.35318 -0.13932 -0.26045
C -0.12108 0.51888 -1.64887
C -1.82469 -0.55198 -0.25277
H -1.02265 0.83089 1.36545
H 2.87365 2.88840 0.97057
H 0.05148 1.66106 0.52469
H 1.36543 -2.96959 1.98958
H 0.37917 -0.92548 -0.10463
H 0.40771 -1.94360 1.86093
H -0.60562 1.50366 -1.68349
H -0.61919 -0.08263 -2.39741
H 2.67347 1.52015 0.27724
H 0.93389 0.69944 -1.83889
H -3.01776 -1.50428 -1.38769
*
```

E_HOMO = -0.3625 Eh
LUMO level = 0.645 eV

Model b:
3 unconnected molecules or ions with the total composition C3H11NO4, computed with the ωB97M-V functional and the def2-TZVPD basis.

The geometry in ORCA input format:
```
! RIJCOSX wB97M-V def2-TZVPD def2/J DEFGRID3
* xyz 0 1
O 1.44260 -1.68485 2.01387
O -0.12299 3.23631 0.27198
O 0.39861 -0.69765 -2.37351
O -1.15344 -1.11958 1.51624
N 0.73433 0.80628 -0.17235
C -0.67228 0.27043 -0.39271
C -1.27843 -0.04344 0.92649
C -0.54557 -1.03250 -1.28235
H -0.11939 -1.84435 -0.60658
H 1.28649 0.71227 -1.05889
H -1.23306 1.11165 -0.92699
H 0.58213 -1.88515 2.36580
H -1.85319 0.75569 1.42998
H 0.24708 -1.36318 -3.04863
H 0.46530 3.77098 0.81694
H 1.20666 0.26515 0.53878
H 1.79918 -2.53682 1.79920
H -1.61072 -1.18518 -1.80521
H 0.42670 2.46395 -0.01208
*
```

E_HOMO = -0.3598 Eh
LUMO level = 0.466 eV

Which of them is most stable? Easy: model a.

Model a:
3 unconnected molecules or ions with the total composition C3H11NO4, computed with the ωB97M-V functional and the def2-TZVPD basis.

The geometry in ORCA input format:
```
! RIJCOSX wB97M-V def2-TZVPD def2/J DEFGRID3
* xyz 0 1
O -1.34619 1.75042 0.53936
O 0.07855 -3.06136 -0.50561
O -0.08699 2.77582 -2.04845
O 0.69413 -1.46727 1.74873
N -1.28069 0.01017 -0.84990
C -0.68597 0.84135 0.04961
C 0.82333 -0.06680 1.78648
C 0.76345 0.65071 0.44250
H 0.98506 -2.78122 -0.33323
H 0.18041 0.40837 2.53444
H -0.13350 -1.77576 1.36735
H -2.26536 0.14578 -0.93449
H -0.69010 3.15937 -1.39510
H 0.12693 -3.98605 -0.76290
H 1.84143 0.09281 2.16428
H 1.15899 1.65624 0.54105
H 1.26013 0.04060 -0.31466
H -0.78435 -0.69766 -1.35250
H -0.63924 2.30448 -2.67696
*
```

E_HOMO = -0.3583 Eh
LUMO level = 0.493 eV

Model b:
3 unconnected molecules or ions with the total composition C3H11NO4, computed with the ωB97M-V functional and the def2-TZVPD basis.

The geometry in ORCA input format:
```
! RIJCOSX wB97M-V def2-TZVPD def2/J DEFGRID3
* xyz 0 1
O -1.74483 -1.80094 2.08618
O 2.37989 -0.98768 0.83692
O 1.45623 0.95066 -2.62984
O -2.69335 2.09137 -1.05906
N -0.30703 0.15286 0.43759
C 0.85212 0.47319 -0.38320
C 1.82283 -0.71348 -0.43626
C 0.57675 0.95081 -1.80936
H -0.24377 0.46385 1.39440
H -0.45365 1.30325 -2.00360
H 1.34799 -1.58814 -0.88689
H -2.49902 -2.26529 2.47931
H -2.20652 2.86887 -0.76595
H 1.68685 -0.90270 1.50031
H -2.43020 1.39964 -0.43741
H 1.39014 1.32042 0.03866
H -1.05693 -2.42908 2.32901
H 2.66176 -0.46128 -1.08094
H -0.53925 -0.82631 0.39011
*
```

E_HOMO = -0.3453 Eh
LUMO level = 0.174 eV

Which of them is most stable? Easy: model a.

Model a:
4 unconnected molecules or ions with the total composition C3H11NO4, computed with the ωB97M-V functional and the def2-TZVPD basis.

The geometry in ORCA input format:
```
! RIJCOSX wB97M-V def2-TZVPD def2/J DEFGRID3
* xyz 0 1
O 2.00688 1.00684 0.91081
O 0.04409 -2.40968 0.51299
O -0.89190 1.45479 -0.65052
O 1.55218 1.61846 -1.37933
N -1.36071 -1.48034 -0.90770
C -1.35311 -0.68790 1.33811
C -0.83799 -1.59005 0.33110
C 1.35875 -0.11402 0.76248
H 0.22566 0.09528 1.17520
H -1.36255 2.26553 -0.85341
H 1.20291 -0.39158 -0.28605
H -2.23937 -0.07578 1.11756
H -1.01724 -2.19341 -1.51910
H -0.91041 -0.70707 2.31918
H 2.04220 2.10412 -2.03786
H -2.22814 -1.01813 -1.15840
H 1.99825 1.48598 -0.04758
H 1.71989 -0.88137 1.45386
H 0.05062 1.51832 -1.08132
*
```

E_HOMO = -0.3296 Eh
LUMO level = -2.964 eV

Model b:
3 unconnected molecules or ions with the total composition C3H11NO4, computed with the ωB97M-V functional and the def2-TZVPD basis.

The geometry in ORCA input format:
```
! RIJCOSX wB97M-V def2-TZVPD def2/J DEFGRID3
* xyz 0 1
O 1.52022 -0.42950 -0.00326
O 5.66049 3.90489 0.60716
O -2.04304 -2.52854 1.07327
O -1.62425 0.77112 -3.48124
N -0.52791 -0.70034 -0.81490
C 0.38510 -0.71541 0.23611
C -1.72938 -1.29094 1.62446
C -0.19479 -1.07305 1.59802
H -2.52203 0.72671 -3.19065
H 0.30028 -2.10821 1.74754
H -1.59175 1.78881 -3.37314
H 5.43763 3.18164 0.03672
H -2.56652 -2.42427 0.26072
H -2.51163 -0.65841 1.37966
H 5.54727 4.62142 -0.05832
H -1.46139 -0.80034 -0.89683
H 0.13463 -0.31502 2.29561
H -1.92682 -1.46789 2.70881
H -0.28614 -0.48270 -1.74975
*
```

E_HOMO = -0.3534 Eh
LUMO level = 0.189 eV

Which of them is most stable? Easy: model b.

Model a:
A single C5H6S2 molecule, computed with the ωB97M-V functional and the def2-TZVPD basis.

The geometry in ORCA input format:
```
! RIJCOSX wB97M-V def2-TZVPD def2/J DEFGRID3
* xyz 0 1
S -1.43869 1.39877 -0.31831
S -1.28084 -1.53391 -0.32338
C -2.27209 -0.11026 0.24641
C 0.28889 -0.72939 -0.15490
C 1.40877 -1.44301 -0.08273
C 0.22237 0.76149 -0.17177
C 1.26740 1.55358 -0.08604
H 1.20415 2.63132 -0.03866
H -2.35661 -0.14946 1.31811
H -3.22656 -0.14710 -0.19058
H 2.40008 -0.93427 -0.06597
H 2.32177 1.19550 -0.07571
H 1.46137 -2.49326 -0.05646
*
```

E_HOMO = -0.3068 Eh
LUMO level = 0.480 eV

Model b:
A molecular structure, C5H6S2, computed with the ωB97M-V functional and the def2-TZVPD basis.

The geometry in ORCA input format:
```
! RIJCOSX wB97M-V def2-TZVPD def2/J DEFGRID3
* xyz 0 1
S -0.06775 -0.78204 -0.15791
S 1.87070 1.58476 -0.16358
C 2.62100 -1.10262 0.00313
C 1.63944 0.03989 0.03436
C -2.53904 0.17843 0.13652
C -1.10773 0.64622 0.20059
C -3.86324 0.29847 -0.28718
H 3.22513 -0.75867 1.02144
H -1.09640 1.24221 1.14476
H 1.92331 -2.15346 0.03747
H 3.33982 -1.11253 -1.14845
H -4.96717 0.47613 -0.33061
H -0.97805 1.44322 -0.49053
*
```

E_HOMO = -0.3267 Eh
LUMO level = -0.481 eV

Which of them is most stable? Easy: model a.

Model a:
A single C5H4 molecule, computed with the ωB97M-V functional and the def2-TZVPD basis.

The geometry in ORCA input format:
```
! RIJCOSX wB97M-V def2-TZVPD def2/J DEFGRID3
* xyz 0 1
C -1.55721 -0.86314 0.02678
C 1.75343 0.41286 0.06153
C -0.96837 0.27258 -0.49101
C 0.45986 0.01938 -0.00859
C -0.49996 -0.84896 0.85843
H 2.26853 1.10289 -0.69005
H -2.57055 -1.29347 -0.00121
H -1.25919 1.26370 -0.56939
H 2.37346 -0.06584 0.81351
*
```

E_HOMO = -0.3057 Eh
LUMO level = 0.425 eV

Model b:
A molecular structure, C5H4, computed with the ωB97M-V functional and the def2-TZVPD basis.

The geometry in ORCA input format:
```
! RIJCOSX wB97M-V def2-TZVPD def2/J DEFGRID3
* xyz 0 1
C -1.28038 0.00643 -0.05394
C 2.15327 -0.61945 0.40869
C 1.21582 -0.04536 -0.13985
C -2.36794 -0.48576 0.13117
C 0.00724 0.67773 -0.30500
H 2.85555 -1.35597 0.09705
H -3.33767 -0.89935 0.34840
H 0.84289 1.19055 0.47882
H -0.08876 1.53118 -0.96534
*
```

E_HOMO = -0.3287 Eh
LUMO level = 0.804 eV

Which of them is most stable? Easy: model a.

Model a:
A single C5H4 molecule, computed with the ωB97M-V functional and the def2-TZVPD basis.

The geometry in ORCA input format:
```
! RIJCOSX wB97M-V def2-TZVPD def2/J DEFGRID3
* xyz 0 1
C 1.96989 -0.09074 -0.05663
C -2.00858 -0.15056 0.05735
C 0.62900 -0.42265 -0.02091
C 3.08221 0.37388 -0.08586
C -0.57841 -0.43288 0.01083
H -2.48711 -0.57893 0.94292
H 4.02981 0.86287 -0.11507
H -2.10918 0.93982 0.10689
H -2.52765 -0.50083 -0.83950
*
```

E_HOMO = -0.3408 Eh
LUMO level = 0.967 eV

Model b:
A single C5H4 molecule, computed with the ωB97M-V functional and the def2-TZVPD basis.

The geometry in ORCA input format:
```
! RIJCOSX wB97M-V def2-TZVPD def2/J DEFGRID3
* xyz 0 1
C -2.35212 -0.41584 0.24259
C -1.26472 0.07481 0.08104
C 1.20189 -0.19392 -0.11865
C 0.04886 0.71209 -0.10297
C 2.22752 -0.76631 0.14007
H 3.14119 -1.29082 0.29111
H -3.31368 -0.85328 0.41144
H 0.02077 1.38499 -0.96852
H 0.30898 1.33769 0.75491
*
```

E_HOMO = -0.3670 Eh
LUMO level = 0.957 eV

Model c:
A molecular structure, C5H4, computed with the ωB97M-V functional and the def2-TZVPD basis.

The geometry in ORCA input format:
```
! RIJCOSX wB97M-V def2-TZVPD def2/J DEFGRID3
* xyz 0 1
C -2.27856 -0.26155 0.04282
C 1.88660 1.50360 0.22289
C -1.09550 -0.51024 -0.17441
C 1.14053 0.55504 0.13934
C 0.29917 -0.64970 0.04143
H -3.10930 -0.02543 -0.57978
H -0.43871 -1.21770 0.88308
H 2.54818 2.34121 0.35381
H 0.86073 -1.52897 -0.25059
*
```

E_HOMO = -0.3288 Eh
LUMO level = 0.804 eV

Model d:
A single C5H4 molecule, computed with the ωB97M-V functional and the def2-TZVPD basis.

The geometry in ORCA input format:
```
! RIJCOSX wB97M-V def2-TZVPD def2/J DEFGRID3
* xyz 0 1
C 2.02175 -0.35266 0.39434
C -1.41919 0.01776 -0.15343
C -2.48124 -0.45981 0.15124
C 0.94536 -0.10177 -0.27717
C -0.16611 0.55579 -0.54115
H 1.70922 0.66704 0.80056
H 2.91031 -0.98075 0.20894
H -3.42072 -0.88911 0.40428
H -0.09938 1.54351 -0.98761
*
```

E_HOMO = -0.3139 Eh
LUMO level = 0.630 eV

Which of them is most stable? Easy: model a.